Arrangement i

Formula: C5H11NO
Source: the OMol25 dataset
Level of theory: ωB97M-V with the def2-TZVPD basis set

- LUMO level (eV) = 1.057
- highest occupied orbital energy (hartree) = -0.3113

The geometry in ORCA input format:
```
! wB97M-V def2-TZVPD RIJCOSX def2/J DEFGRID3
* xyz 0 1
C -2.326 -0.262 -0.669
C -1.392 0.813 -0.119
C -0.640 0.381 1.143
N 0.121 -0.859 0.980
C 1.305 -1.062 0.396
O 1.771 0.121 -0.046
C 3.038 0.014 -0.685
H -2.889 0.109 -1.532
H -1.760 -1.142 -0.993
H -3.053 -0.586 0.087
H -0.661 1.101 -0.882
H -1.968 1.715 0.128
H 0.048 1.171 1.458
H -1.352 0.213 1.960
H -0.312 -1.704 1.317
H 3.059 0.729 -1.512
H 3.172 -1.004 -1.055
H 3.838 0.252 0.023
*
```

=====

Arrangement ii

Formula: C5H11NO
Source: the OMol25 dataset
Level of theory: ωB97M-V with the def2-TZVPD basis set

- LUMO level (alpha / beta) (eV) = -2.251 / -1.856
- highest occupied orbital energy (alpha / beta) (hartree) = -0.3254 / -0.3292

The geometry in ORCA input format:
```
! wB97M-V def2-TZVPD RIJCOSX def2/J DEFGRID3
* xyz 0 1
C -0.826 -1.095 -0.796
C -0.926 0.389 -0.454
C -1.860 0.644 0.752
N 0.247 1.122 -0.112
C 1.953 -0.321 0.756
C 1.534 0.630 -0.424
O 1.555 0.154 -1.646
H -0.562 -1.676 0.095
H -1.798 -1.453 -1.149
H -0.065 -1.267 -1.562
H -1.369 0.930 -1.309
H -1.946 1.714 0.956
H -2.851 0.227 0.555
H -1.451 0.153 1.642
H 1.540 -0.023 1.725
H 1.592 -1.316 0.489
H 3.042 -0.343 0.816
H 2.191 1.529 -0.335
*
```

=====

Arrangement iii

Formula: C5H11NO
Source: the OMol25 dataset
Level of theory: ωB97M-V with the def2-TZVPD basis set

- LUMO level (eV) = 0.795
- highest occupied orbital energy (hartree) = -0.3123

The geometry in ORCA input format:
```
! wB97M-V def2-TZVPD RIJCOSX def2/J DEFGRID3
* xyz 0 1
C -1.978 1.480 -1.224
C -1.625 1.103 0.068
C -0.345 0.681 0.523
C 0.555 -0.063 -0.482
N -0.062 -1.412 -0.674
C 1.817 -0.380 0.296
O 1.324 -1.116 1.356
H -2.685 2.251 -1.292
H -1.679 1.118 -2.138
H -2.429 1.216 0.795
H -0.077 0.252 1.484
H 0.084 1.786 0.798
H 0.717 0.507 -1.492
H -0.842 -1.445 -1.408
H -0.554 -1.783 0.198
H 2.494 -0.912 -0.508
H 2.320 0.585 0.594
H 1.949 -1.703 1.755
*
```

=====

Arrangement iv

Formula: C5H11NO
Source: the OMol25 dataset
Level of theory: ωB97M-V with the def2-TZVPD basis set

- LUMO level (eV) = 0.914
- highest occupied orbital energy (hartree) = -0.3495

The geometry in ORCA input format:
```
! wB97M-V def2-TZVPD RIJCOSX def2/J DEFGRID3
* xyz 0 1
C 2.112 0.444 0.356
C 1.363 -0.689 -0.345
C 0.014 -0.518 -0.895
C -0.840 0.278 0.115
N -1.213 -0.669 1.175
C -2.079 0.782 -0.587
O -3.227 0.456 -0.260
H 3.105 0.210 0.559
H 2.052 1.406 -0.246
H 1.448 0.803 1.258
H 1.209 -1.398 0.438
H 1.988 -1.243 -1.092
H 0.096 0.049 -1.919
H -0.542 -1.432 -1.033
H -0.204 1.089 0.586
H -2.165 -0.999 1.156
H -1.188 -0.161 2.096
H -1.929 1.593 -1.362
*
```

=====

The energy of each structure relative to the most stable one, in hartree, is as follows: arrangement i 0.0137; arrangement ii 0.1247; arrangement iii 0.0713; arrangement iv 0.0000.

=====

Arrangement i

Formula: C5H11NO
Source: the OMol25 dataset
Level of theory: ωB97M-V with the def2-TZVPD basis set

- LUMO level (eV) = 0.362
- highest occupied orbital energy (hartree) = -0.3674

The geometry in ORCA input format:
```
! wB97M-V def2-TZVPD RIJCOSX def2/J DEFGRID3
* xyz 0 1
C -1.266 0.957 1.475
C -1.291 -0.111 0.427
N -1.466 0.167 -0.804
C -1.497 -0.934 -1.684
O -2.001 -2.005 -1.445
H -0.796 0.605 2.397
H -0.734 1.836 1.102
H -2.292 1.264 1.712
H -1.156 -1.152 0.746
H -1.031 -0.702 -2.657
H 1.022 1.400 -2.028
H 0.337 1.327 -1.741
C 2.339 -0.095 -0.055
C 1.720 -0.791 0.890
H 2.583 -0.531 -1.020
H 2.620 0.945 0.090
H 1.433 -1.829 0.741
H 1.475 -0.350 1.854
*
```

=====

Arrangement ii

Formula: C5H11NO
Source: the OMol25 dataset
Level of theory: ωB97M-V with the def2-TZVPD basis set

- LUMO level (eV) = 0.785
- highest occupied orbital energy (hartree) = -0.3819

The geometry in ORCA input format:
```
! wB97M-V def2-TZVPD RIJCOSX def2/J DEFGRID3
* xyz 0 1
C 2.790 0.705 -0.180
N 2.264 -0.377 0.607
C 1.445 -0.565 1.465
O 0.675 -0.874 2.302
H 1.988 1.220 -0.721
H 3.500 0.305 -0.906
H 3.313 1.427 0.456
C -1.821 -1.392 -0.122
C -1.134 -0.213 -0.808
C -1.318 1.091 -0.034
H -1.422 -1.539 0.888
H -1.675 -2.323 -0.681
H -2.900 -1.219 -0.035
H -0.062 -0.431 -0.917
H -1.526 -0.094 -1.826
H -2.380 1.355 0.037
H -0.938 0.996 0.991
H -0.800 1.929 -0.516
*
```

=====

The energy of each structure relative to the most stable one, in hartree, is as follows: arrangement i 0.0892; arrangement ii 0.0000.

=====

Arrangement i

Formula: C2H5NS2
Source: the OMol25 dataset
Level of theory: ωB97M-V with the def2-TZVPD basis set

- LUMO level (eV) = 0.647
- highest occupied orbital energy (hartree) = -0.3250

The geometry in ORCA input format:
```
! wB97M-V def2-TZVPD RIJCOSX def2/J DEFGRID3
* xyz 0 1
C -1.623 1.654 -0.642
N -0.665 0.932 -0.235
S -0.416 -0.758 -0.988
C 1.115 -0.947 -0.014
S 1.004 -2.320 1.159
H -1.796 2.543 0.029
H -2.247 1.644 -1.468
H 2.065 -1.112 -0.564
H 1.160 0.010 0.505
H 1.402 -1.646 2.220
*
```

=====

Arrangement ii

Formula: C2H5NS2
Source: the OMol25 dataset
Level of theory: ωB97M-V with the def2-TZVPD basis set

- LUMO level (eV) = -0.228
- highest occupied orbital energy (hartree) = -0.3188

The geometry in ORCA input format:
```
! wB97M-V def2-TZVPD RIJCOSX def2/J DEFGRID3
* xyz 0 1
N 1.486 -0.254 -0.255
C 0.199 -0.721 0.274
C -0.886 0.270 0.119
S -2.457 -0.203 -0.123
S -0.392 1.983 0.027
H 2.233 -0.755 0.091
H 1.392 -0.157 -1.302
H 0.278 -0.840 1.374
H -0.190 -1.755 -0.096
H -1.661 2.433 -0.109
*
```

=====

The energy of each structure relative to the most stable one, in hartree, is as follows: arrangement i 0.0402; arrangement ii 0.0000.

=====

Arrangement i

Formula: C5H9NO
Source: the OMol25 dataset
Level of theory: ωB97M-V with the def2-TZVPD basis set

- LUMO level (eV) = 1.000
- highest occupied orbital energy (hartree) = -0.3429

The geometry in ORCA input format:
```
! wB97M-V def2-TZVPD RIJCOSX def2/J DEFGRID3
* xyz 0 1
C 1.092 0.867 -1.464
C 0.026 0.062 -0.736
C 0.498 -1.377 -0.233
C -0.333 -1.236 1.073
C -0.490 0.185 0.660
N -1.215 1.159 0.894
O -1.947 1.304 2.055
H 1.290 0.313 -2.392
H 2.046 0.978 -0.937
H 0.715 1.853 -1.749
H -0.957 0.358 -1.250
H 0.358 -2.267 -0.841
H 1.564 -1.319 0.046
H 0.149 -1.370 2.043
H -1.274 -1.798 1.061
H -1.622 2.208 1.672
*
```

=====

Arrangement ii

Formula: C5H9NO
Source: the OMol25 dataset
Level of theory: ωB97M-V with the def2-TZVPD basis set

- LUMO level (eV) = 0.621
- highest occupied orbital energy (hartree) = -0.3423

The geometry in ORCA input format:
```
! wB97M-V def2-TZVPD RIJCOSX def2/J DEFGRID3
* xyz 0 1
C -0.673 0.016 -0.697
C -0.454 -0.522 -2.080
C 0.437 1.460 0.008
C -0.446 -0.918 0.406
C 0.604 -0.441 2.488
N -0.233 -0.173 1.586
O -0.218 -2.112 0.321
H -1.592 0.579 -0.558
H -0.316 0.291 -2.798
H 0.421 -1.171 -2.110
H 1.453 1.083 -0.043
H 0.210 2.018 0.908
H 0.215 2.127 -0.815
H -1.316 -1.112 -2.403
H 0.592 0.139 3.405
H 1.317 -1.265 2.382
*
```

=====

Arrangement iii

Formula: C5H9NO
Source: the OMol25 dataset
Level of theory: ωB97M-V with the def2-TZVPD basis set

- LUMO level (eV) = 1.089
- highest occupied orbital energy (hartree) = -0.3031

The geometry in ORCA input format:
```
! wB97M-V def2-TZVPD RIJCOSX def2/J DEFGRID3
* xyz 0 1
N 0.035 -1.767 2.738
C 0.194 -0.701 1.811
C -0.159 -0.769 0.530
C 0.482 0.063 -0.549
C -0.541 0.633 -1.548
C -0.354 2.101 -1.868
O 0.460 2.785 -1.306
H 0.899 -1.923 3.251
H 0.026 -2.633 2.203
H 0.652 0.187 2.233
H -0.886 -1.455 0.106
H 1.210 -0.535 -1.105
H 1.079 0.893 -0.167
H -1.570 0.520 -1.196
H -0.503 0.082 -2.493
H -1.022 2.518 -2.639
*
```

=====

The energy of each structure relative to the most stable one, in hartree, is as follows: arrangement i 0.1178; arrangement ii 0.0420; arrangement iii 0.0000.